The following is a quantum chemistry calculation of a single C21H33N2O5PS molecule at a distorted geometry, from the Open Molecules 2025 dataset.

SMILES string: CCCON1C(=O)c2c([PH2]=N)c([C@H](C)CC)c(S(C)(=O)=O)c([C@@H](C)CCC)c2C1=O
2S+1: 1
LUMO level in eV: -1.027
Energy in eV: -55646.7736
HOMO-LUMO gap in eV: 7.3463
Total charge: 0

Last column: natural (NBO) charge in e.
Cartesian coordinates (Å):
S1 -3.04 -1.54 0.27  2.1017
P1 -0.93 3.93 0.90  1.2580
O1 4.13 1.52 0.98  -0.3459
O2 -4.15 -0.91 1.03  -0.9582
O3 2.89 -0.93 1.69  -0.5208
O4 -3.36 -1.88 -1.11  -0.9216
O5 2.21 3.21 1.93  -0.4987
N1 -1.90 4.19 2.15  -1.3254
N2 2.80 1.27 0.77  -0.2300
C1 0.13 -3.04 2.05  -0.6104
C2 -0.23 -3.12 -0.61  -0.4100
C3 4.82 1.08 -0.24  -0.0783
C4 -0.29 -0.79 0.68  0.0741
C5 0.22 -2.26 0.67  -0.2972
C6 -3.38 1.74 0.01  -0.2959
C7 0.97 -3.22 -1.66  -0.3995
C8 2.30 -0.02 1.21  0.6741
C9 0.79 0.16 0.93  -0.1586
C10 -1.67 -0.30 0.44  -0.2905
C11 1.86 2.24 1.33  0.6554
C12 5.12 -1.51 -0.76  -0.6255
C13 -2.83 3.63 -1.79  -0.6321
C14 1.16 -1.73 -2.23  -0.6262
C15 -4.07 0.96 -1.23  -0.6159
C16 -0.83 2.07 0.70  -0.3665
C17 -1.98 1.19 0.37  0.1267
C18 -2.83 -3.07 1.22  -0.8597
C19 0.51 1.58 0.97  -0.0006
C20 -3.56 3.22 -0.42  -0.4378
C21 5.68 -0.22 -0.03  -0.4444
H1 -0.39 -4.03 1.94  0.2119
H2 4.02 0.86 -1.00  0.1875
H3 -3.88 -3.44 1.43  0.2816
H4 1.14 -3.17 2.53  0.2380
H5 -2.54 4.71 -1.72  0.2120
H6 -1.89 3.03 -1.87  0.1986
H7 -2.32 -3.91 0.70  0.2509
H8 -4.90 0.30 -0.85  0.2465
H9 -4.66 3.33 -0.69  0.2273
H10 4.25 -1.32 -1.43  0.2028
H11 -3.44 4.00 0.38  0.2530
H12 1.95 -1.16 -1.65  0.1982
H13 0.21 -1.16 -2.03  0.2019
H14 5.92 -1.99 -1.39  0.2137
H15 -3.47 3.41 -2.68  0.2211
H16 1.31 -1.70 -3.33  0.2229
H17 -0.49 -2.46 2.78  0.2080
H18 -1.07 -2.65 -1.18  0.2298
H19 5.43 1.91 -0.66  0.1975
H20 -1.27 4.64 -0.26  -0.0395
H21 6.70 -0.03 -0.45  0.2092
H22 -0.43 -4.17 -0.28  0.2055
H23 -1.36 4.64 2.90  0.3720
H24 0.70 -3.92 -2.50  0.2161
H25 -4.56 1.63 -1.96  0.2080
H26 4.86 -2.28 0.02  0.2220
H27 0.33 4.47 1.32  0.0176
H28 1.94 -3.47 -1.15  0.2031
H29 5.79 -0.41 1.07  0.2370
H30 -4.06 1.51 0.88  0.2799
H31 -3.28 0.39 -1.77  0.2188
H32 -2.41 -2.80 2.21  0.2540
H33 1.34 -2.23 0.49  0.2527

=====

The following is a quantum chemistry calculation of a single C21H33N3O3S molecule at a distorted geometry, from the Open Molecules 2025 dataset.

SMILES string: CCc1ccc(CNC(=O)C2CCN(S(=O)(=O)N3CCC(C)CC3)CC2)cc1
2S+1: 1
LUMO level in eV: 0.604
Energy in eV: -43761.5424
HOMO-LUMO gap in eV: 9.2787
Energy above the lowest of the compared OMol25 structures with the same formula, charge and spin in kcal/mol: 10.7
Total charge: 0

Last column: natural (NBO) charge in e.
Cartesian coordinates (Å):
S1 1.81 0.40 -0.93  2.4666
O1 0.56 -0.17 -1.33  -0.9708
O2 2.32 1.51 -1.67  -0.9421
O3 -2.62 3.27 0.77  -0.6373
N1 -1.48 1.91 -0.63  -0.6387
N2 1.72 0.82 0.71  -0.7052
N3 2.93 -0.80 -1.06  -0.6841
C1 -3.31 0.36 -1.04  -0.0575
C2 -2.63 1.63 -1.47  -0.2348
C3 -4.54 -2.01 -0.19  -0.0108
C4 -0.36 2.77 1.37  -0.3057
C5 -5.19 -3.27 0.30  -0.4163
C6 -2.64 -0.86 -1.14  -0.1667
C7 -4.59 0.38 -0.50  -0.1872
C8 -0.18 1.47 2.18  -0.4010
C9 -4.88 -3.49 1.78  -0.5923
C10 4.32 -0.42 -0.95  -0.2311
C11 5.50 -3.00 0.38  -0.6135
C12 0.54 0.36 1.43  -0.2457
C13 -5.20 -0.79 -0.09  -0.2201
C14 2.61 -2.10 -0.53  -0.2294
C15 0.94 3.14 0.62  -0.4289
C16 3.11 -2.29 0.91  -0.4151
C17 -1.60 2.68 0.47  0.6828
C18 2.08 2.20 0.97  -0.2256
C19 4.60 -1.95 1.04  -0.2134
C20 -3.25 -2.02 -0.72  -0.2263
C21 4.84 -0.54 0.49  -0.4167
H1 -3.31 2.48 -1.38  0.2331
H2 1.23 4.17 0.86  0.2225
H3 -0.13 -0.13 0.71  0.2365
H4 -1.64 -0.88 -1.54  0.2178
H5 -5.24 -2.66 2.37  0.2058
H6 4.31 0.18 1.11  0.2109
H7 4.85 -1.94 2.11  0.2060
H8 0.78 3.09 -0.46  0.2290
H9 -2.27 1.54 -2.50  0.2073
H10 -1.17 1.10 2.48  0.2374
H11 -3.80 -3.57 1.94  0.2026
H12 2.93 -3.32 1.21  0.2138
H13 5.30 -3.08 -0.68  0.1982
H14 -0.60 3.56 2.09  0.2374
H15 -6.27 -3.21 0.17  0.2066
H16 6.55 -2.73 0.51  0.2123
H17 2.55 -1.63 1.57  0.2068
H18 -2.72 -2.96 -0.80  0.2027
H19 2.95 2.43 0.36  0.2342
H20 5.34 -3.97 0.84  0.2124
H21 4.90 -1.06 -1.62  0.2002
H22 0.85 -0.41 2.15  0.1929
H23 4.39 0.61 -1.30  0.2387
H24 5.90 -0.30 0.51  0.2133
H25 1.53 -2.20 -0.57  0.2333
H26 -0.66 1.35 -0.80  0.4147
H27 -4.82 -4.13 -0.27  0.2051
H28 3.06 -2.85 -1.19  0.2011
H29 0.37 1.70 3.09  0.2052
H30 -6.20 -0.76 0.33  0.2072
H31 -5.11 1.32 -0.40  0.2166
H32 -5.35 -4.41 2.14  0.2055
H33 2.36 2.28 2.03  0.1998

=====

The following is a quantum chemistry calculation of a single C21H33N3O4S molecule, from the Open Molecules 2025 dataset.

SMILES string: CC(=O)Nc1ccc(S(=O)(=O)NC[C@H]2CC[C@@H](C(=O)NCCC(C)C)CC2)cc1
2S+1: 1
LUMO level in eV: 0.378
Energy in eV: -45810.0154
HOMO-LUMO gap in eV: 9.3412
Energy above the lowest of the compared OMol25 structures with the same formula, charge and spin in kcal/mol: 2.3
Total charge: 0

Last column: natural (NBO) charge in e.
Cartesian coordinates (Å):
S1 -3.81 1.74 2.14  2.3219
O1 -5.08 2.35 1.88  -0.9359
O2 -2.31 -4.89 0.99  -0.5914
O3 -3.31 1.69 3.48  -0.9415
O4 1.43 1.19 -2.28  -0.6475
N1 -2.70 2.56 1.22  -0.8580
N2 3.14 -0.15 -1.69  -0.6194
N3 -3.76 -3.68 -0.31  -0.6293
C1 5.55 2.53 0.80  -0.5971
C2 3.76 3.28 -0.78  -0.6230
C3 0.74 0.87 1.11  -0.3996
C4 0.96 -0.71 -0.84  -0.3068
C5 -1.29 2.32 1.42  -0.2158
C6 -3.05 -4.81 0.04  0.6873
C7 -3.79 -2.44 0.33  0.2463
C8 -3.27 -0.97 2.16  -0.1667
C9 4.17 0.65 -2.32  -0.2285
C10 -4.45 -0.13 0.24  -0.1823
C11 -3.23 -2.23 1.59  -0.2761
C12 5.16 1.23 -1.30  -0.3979
C13 -3.86 0.07 1.47  -0.3557
C14 -0.53 -0.51 -1.14  -0.3821
C15 -0.77 0.99 0.87  -0.2341
C16 4.49 2.07 -0.20  -0.2169
C17 1.84 0.22 -1.68  0.6933
C18 -1.04 0.83 -0.63  -0.4278
C19 -4.42 -1.39 -0.33  -0.2595
C20 -3.30 -5.95 -0.93  -0.7147
C21 1.23 -0.50 0.65  -0.3886
H1 -4.36 -6.21 -0.94  0.2298
H2 -2.76 -3.05 2.11  0.2622
H3 -2.85 -0.78 3.13  0.2471
H4 1.26 1.65 0.56  0.2031
H5 -0.69 -0.58 -2.21  0.2174
H6 -1.09 -1.32 -0.65  0.2036
H7 4.72 0.02 -3.03  0.1939
H8 -4.30 -3.73 -1.16  0.3965
H9 6.07 1.67 1.23  0.2033
H10 2.93 2.97 -1.40  0.2303
H11 6.29 3.16 0.31  0.2006
H12 -1.27 0.18 1.40  0.2018
H13 -2.73 -6.82 -0.61  0.2457
H14 -0.54 1.63 -1.18  0.2347
H15 -4.87 -1.55 -1.30  0.2104
H16 4.44 3.88 -1.38  0.1998
H17 0.95 1.00 2.17  0.2117
H18 2.30 -0.60 0.87  0.2022
H19 -2.99 2.67 0.26  0.3993
H20 1.24 -1.74 -1.11  0.2182
H21 -1.14 2.35 2.50  0.2246
H22 5.10 3.09 1.61  0.2084
H23 3.38 3.90 0.02  0.2082
H24 0.71 -1.28 1.22  0.2102
H25 3.44 -0.94 -1.15  0.3904
H26 -0.74 3.15 0.96  0.2031
H27 -2.11 0.89 -0.83  0.1990
H28 3.77 1.45 0.33  0.1915
H29 5.88 1.84 -1.83  0.2074
H30 5.70 0.40 -0.82  0.1935
H31 -4.93 0.70 -0.25  0.2379
H32 3.66 1.44 -2.86  0.2338
H33 -3.00 -5.67 -1.93  0.2280

=====

The following is a quantum chemistry calculation of a molecular structure, C21H33N4S10SbSi3Tc at a distorted geometry, from the Open Molecules 2025 dataset.

2S+1: 2
LUMO level (alpha / beta) in eV: -2.002 / -1.880
Energy in eV: -168999.2528
HOMO-LUMO gap (alpha / beta) in eV: 4.6020 / 5.1086
Energy above the lowest of the compared OMol25 structures with the same formula, charge and spin in kcal/mol: 10.3
⟨S²⟩: 0.766
Total charge: 0

Last column: Löwdin spin population.
Cartesian coordinates (Å):
Sb1 -0.59 0.88 -0.48  0.0172
Tc1 0.66 -0.80 1.17  0.5761
S1 2.10 -4.13 -0.85  0.0204
S2 1.75 0.94 2.33  0.1623
S3 4.84 -3.82 -1.80  -0.0010
S4 -0.21 2.80 7.50  0.0099
S5 1.29 2.30 4.98  -0.0076
S6 2.44 -0.56 -0.29  0.0122
S7 7.29 -2.40 -2.72  0.0056
S8 5.08 -1.00 -1.32  -0.0012
S9 -0.97 -0.68 2.88  0.0867
S10 -1.16 0.85 5.48  0.0028
Si1 -0.76 -0.07 -2.87  -0.0023
Si2 -2.92 1.60 0.32  0.0023
Si3 0.53 3.18 -1.03  0.0041
N1 -0.37 -2.58 0.67  0.0066
N2 1.76 -2.32 2.20  0.0090
N3 -0.71 -4.71 1.02  0.0017
N4 2.02 -4.41 2.76  -0.0001
C1 -1.54 -2.95 0.04  0.0014
C2 5.82 -2.40 -2.00  0.0004
C3 1.28 -3.53 2.07  0.0033
C4 0.80 1.16 3.74  0.0113
C5 3.55 -1.73 -0.82  0.0098
C6 2.14 2.93 -1.90  0.0002
C7 0.10 -3.67 1.26  0.0039
C8 -3.75 2.78 -0.87  0.0010
C9 0.72 4.11 0.55  0.0033
C10 0.91 -0.57 -3.49  -0.0003
C11 3.05 -3.71 3.37  0.0001
C12 -3.90 0.02 0.42  0.0011
C13 2.87 -2.41 3.02  0.0041
C14 -0.34 0.48 3.98  0.0372
C15 -1.76 -4.27 0.23  -0.0001
C16 -1.89 -1.55 -2.97  -0.0001
C17 -0.62 4.14 -2.13  0.0018
C18 3.42 -3.11 -1.06  0.0082
C19 -1.47 1.26 -3.98  -0.0009
C20 -0.04 2.03 6.07  0.0013
C21 -2.78 2.40 1.98  0.0006
H1 -3.37 3.80 -0.73  0.0000
H2 3.46 -1.54 3.27  0.0025
H3 -3.70 2.96 2.21  0.0001
H4 -1.35 -2.46 -2.66  0.0001
H5 -0.25 4.27 1.03  0.0000
H6 1.36 3.57 1.25  0.0028
H7 1.24 -1.50 -2.99  0.0002
H8 -0.18 5.14 -2.29  0.0003
H9 -1.93 3.10 2.03  0.0001
H10 -2.79 -1.44 -2.35  0.0000
H11 -1.61 4.27 -1.67  0.0001
H12 -2.13 -2.24 -0.51  -0.0002
H13 -3.34 -0.73 0.98  0.0008
H14 -0.67 1.94 -4.34  0.0000
H15 2.67 3.89 -1.97  0.0001
H16 -2.23 1.87 -3.48  0.0000
H17 -0.55 -5.66 1.31  0.0001
H18 -0.75 3.67 -3.11  0.0000
H19 -4.11 -0.37 -0.59  0.0000
H20 0.86 -0.76 -4.57  -0.0001
H21 1.99 2.54 -2.91  0.0000
H22 -4.86 0.18 0.93  0.0001
H23 1.68 0.19 -3.30  -0.0001
H24 2.77 2.23 -1.35  -0.0002
H25 -2.55 -4.93 -0.11  0.0000
H26 -4.83 2.79 -0.67  0.0002
H27 -2.64 1.65 2.76  0.0001
H28 3.78 -4.19 4.00  0.0001
H29 -1.93 0.79 -4.87  -0.0002
H30 1.90 -5.41 2.78  0.0001
H31 -3.60 2.49 -1.92  0.0001
H32 -2.21 -1.68 -4.01  0.0000
H33 1.18 5.09 0.35  0.0005

=====

> What is the energy in the third record?

-45810.0154 eV

=====

> total charge of number 3 (C21H33N3O4S)?

0

=====

> Which value of energy does entry 1 give?

-55646.7736 eV